# 1
Formula: C28H29F10N8O3SSr
Source: the OMol25 dataset
Level of theory: wB97M-V/def2-TZVPD

```
! wB97M-V def2-TZVPD RIJCOSX def2/J DEFGRID3
* xyz -1 1
Sr -0.11 -0.57 0.84
S -0.62 -0.07 -2.24
F 4.69 3.45 -2.52
F -0.98 1.64 1.84
F -1.95 4.57 5.41
F 5.68 0.90 -2.60
F -1.02 2.68 7.16
F 2.60 3.98 -0.83
F -0.10 0.34 6.34
F 4.68 -1.04 -1.11
F 1.57 2.05 0.74
F -1.90 4.00 2.72
O -2.02 -0.11 -2.66
O -0.12 -1.36 -1.76
O -0.32 0.95 -1.25
N -2.85 -0.60 1.65
N -1.91 -2.87 0.18
N -2.93 -2.80 -1.98
N 2.48 -0.46 0.76
N -3.74 -1.47 -0.31
N 1.06 -2.69 2.16
N -0.15 -0.31 3.45
N -4.62 0.51 0.49
C 3.08 -1.74 1.03
C 4.68 1.20 -1.75
C -0.99 1.88 3.18
C 4.16 0.20 -0.95
C 2.58 1.33 -7.19
C 3.09 0.41 -0.04
C 1.62 0.77 -3.56
C 1.78 1.00 -5.96
C -4.80 1.42 1.60
C -0.52 0.82 4.02
C -1.45 3.10 3.61
C 2.35 1.09 -4.69
C -1.48 3.39 4.96
C 0.46 0.57 -6.07
C 3.11 2.74 -0.87
C -4.63 1.20 -0.81
C 0.31 -2.72 3.42
C -1.01 2.42 5.84
C 2.47 -2.31 2.31
C -0.28 0.25 -4.94
C 0.31 0.35 -3.69
C 0.95 -3.99 1.51
C -0.55 1.20 5.39
C 2.60 1.75 -0.07
C -2.77 -2.41 -0.64
C -3.67 -0.50 0.68
C 0.28 -1.43 4.24
C 4.17 2.48 -1.73
H 2.54 -1.54 3.08
H 2.06 0.85 -2.57
H 3.45 1.95 -6.94
H 3.06 -3.18 2.64
H 2.95 0.42 -7.67
H 1.40 -3.96 0.51
H -4.96 0.87 2.52
H -1.27 -3.45 -0.34
H 1.97 1.86 -7.92
H -4.08 0.64 -1.57
H -0.39 -1.66 5.08
H -2.83 -1.97 -2.57
H 2.95 -2.47 0.22
H -1.31 -0.06 -5.03
H -2.86 0.23 2.23
H -5.65 1.37 -1.14
H 0.72 -3.50 4.08
H -0.71 -3.00 3.16
H 1.27 -1.28 4.70
H -5.69 2.02 1.40
H -3.95 2.11 1.73
H 0.00 0.51 -7.05
H -0.10 -4.26 1.41
H 1.46 -4.77 2.09
H 4.16 -1.68 1.19
H -2.22 -3.47 -2.24
H -4.12 2.17 -0.72
H 3.37 1.43 -4.58
H -4.47 -1.37 -0.98
*
```



# 2
Formula: C28H29F3N4O2RuSb
Source: the OMol25 dataset
Level of theory: wB97M-V/def2-TZVPD

The expectation value of S² is 0.75.

```
! wB97M-V def2-TZVPD RIJCOSX def2/J DEFGRID3
* xyz 2 2
Sb -0.34 -1.68 0.50
Ru -0.77 1.24 0.56
F -3.39 -1.40 -4.92
F 5.59 -1.62 -1.42
F -0.87 -7.71 1.71
O -2.63 1.48 1.01
O -4.42 2.78 0.69
N -0.27 1.13 2.63
N -0.98 3.39 0.76
N 1.42 1.42 0.56
N -0.22 1.60 -1.50
C 3.33 -1.37 -1.96
C 4.32 -1.64 -1.03
C -1.58 -5.85 0.49
C -1.01 -2.44 -2.44
C -2.67 5.09 0.87
C -0.78 -6.41 1.47
C 2.01 -1.39 -1.54
C 1.67 -1.67 -0.21
C 0.10 -5.65 2.23
C -3.14 -0.66 -2.72
C 0.85 2.05 2.87
C -0.36 5.69 0.85
C 2.71 -1.92 0.70
C -1.36 -1.61 -1.37
C -2.46 -0.76 -1.51
C 0.19 -4.29 1.99
C -3.24 2.64 0.82
C 4.03 -1.92 0.30
C -0.58 -3.72 0.97
C 1.98 1.67 1.91
C 0.90 2.57 -1.56
C -1.69 6.07 0.89
C 2.01 2.08 -0.64
C -2.74 -1.47 -3.77
C -1.69 -2.37 -3.65
C -1.49 -4.49 0.25
C -0.04 4.35 0.78
C -2.27 3.77 0.81
H 1.20 2.04 3.90
H 0.44 6.42 0.88
H 0.50 3.51 -1.23
H -0.20 -3.15 -2.34
H 1.23 -1.20 -2.27
H -3.73 5.31 0.90
H 0.86 -3.70 2.59
H 1.52 0.42 0.38
H 4.84 -2.13 0.99
H 0.50 3.05 2.66
H 1.27 2.71 -2.57
H -2.26 -6.48 -0.06
H -2.88 -0.24 -0.66
H -1.97 7.12 0.95
H 2.65 2.92 -0.36
H -1.44 -3.02 -4.48
H 0.69 -6.13 3.00
H 2.49 0.77 2.25
H -4.00 -0.02 -2.84
H 0.99 4.04 0.77
H -1.02 1.98 -2.00
H 2.65 1.36 -1.15
H 2.72 2.47 1.89
H -2.13 -4.04 -0.49
H 2.49 -2.14 1.74
H -1.11 1.44 3.13
H -0.06 0.20 2.97
H 3.61 -1.18 -2.99
H 0.02 0.72 -1.97
*
```



# 3
Formula: C28H29N4O2OsS2
Source: the OMol25 dataset
Level of theory: wB97M-V/def2-TZVPD

The expectation value of S² is 6.05.

```
! wB97M-V def2-TZVPD RIJCOSX def2/J DEFGRID3
* xyz 3 5
Os 0.45 -0.54 0.52
S -0.32 -0.51 -2.73
S -2.00 1.80 1.47
O -1.35 -1.32 1.01
O -0.51 1.52 1.20
N 0.03 0.20 -1.14
N 0.55 -0.62 2.49
N -0.46 -1.19 3.18
N 2.20 0.42 0.89
C -1.60 0.72 -4.86
C 4.65 1.55 1.65
C 0.21 2.87 -4.94
C -0.76 2.74 -5.93
C -1.66 1.67 -5.86
C 3.47 -2.75 -3.82
C 3.07 0.89 -0.04
C 4.30 1.43 0.29
C -0.56 0.82 -3.90
C -3.79 -2.30 1.98
C -3.80 -3.26 4.63
C 2.30 -0.61 -3.78
C 2.57 0.46 2.26
C -2.09 2.10 3.27
C 3.83 0.96 2.62
C 1.82 -0.05 4.63
C 1.64 -0.13 3.14
C -2.63 -2.71 4.11
C 2.29 -3.39 -3.45
C 3.46 -1.38 -4.01
C 1.18 -1.27 -3.30
C 0.23 1.94 -3.85
C -4.94 -3.29 3.82
C -2.63 -2.22 2.79
C -1.42 -1.52 2.31
C 1.13 -2.66 -3.23
C -2.18 3.48 0.87
C -4.96 -2.82 2.50
H 2.22 0.45 -3.99
H -2.30 -0.13 -4.79
H -2.45 3.35 -0.17
H 5.63 1.99 1.88
H 0.92 3.69 -4.97
H -2.42 1.59 -6.66
H -3.63 -1.93 0.94
H 0.80 -0.19 5.05
H -0.22 1.18 -1.22
H -1.71 -2.63 4.66
H 4.37 -3.30 -4.10
H -3.19 2.26 3.45
H -1.32 4.07 1.05
H 2.51 -0.82 5.01
H 2.26 0.91 4.92
H -3.87 -3.63 5.64
H -0.85 3.45 -6.76
H -1.48 2.95 3.60
H 4.95 1.72 -0.54
H -1.77 1.19 3.80
H 4.16 0.93 3.66
H 4.33 -0.85 -4.40
H 2.75 0.83 -1.09
H 0.18 -3.18 -3.00
H -5.82 -2.92 1.83
H 2.24 -4.46 -3.29
H 0.89 2.10 -3.02
H -5.87 -3.60 4.33
H -3.03 3.95 1.37
*
```



# 4
Formula: C28H29N4ReSSi
Source: the OMol25 dataset
Level of theory: wB97M-V/def2-TZVPD

The expectation value of S² is 0.92.

```
! wB97M-V def2-TZVPD RIJCOSX def2/J DEFGRID3
* xyz 1 2
Re 0.27 -0.50 -0.65
S -0.58 1.47 0.36
Si 0.82 -3.02 -0.46
N -1.76 4.12 -0.10
N -1.75 3.43 -1.17
N -1.26 1.53 -2.26
N -0.65 0.39 -2.16
C 1.42 1.71 4.31
C -2.87 6.01 -1.16
C -2.74 7.36 1.28
C 0.63 0.64 3.91
C -2.30 5.42 -0.04
C 1.65 -6.02 2.20
C -1.18 -2.76 -4.85
C 1.31 -3.86 1.14
C -3.31 7.97 0.17
C 0.84 0.05 2.68
C -2.14 -1.05 -3.46
C 0.27 -1.25 -3.68
C 2.30 -3.23 -1.61
C 2.17 -4.01 3.40
C -0.72 -3.87 -1.13
C 2.62 1.58 2.22
C -0.85 -0.62 -3.14
C 0.10 -2.33 -4.52
C -2.30 -2.11 -4.32
C 2.10 -5.40 3.35
C 2.04 -0.10 0.45
C -1.23 2.20 -1.12
C 2.42 2.18 3.46
C -3.37 7.29 -1.05
C 1.25 -5.26 1.11
C -2.23 6.08 1.18
C 1.84 0.51 1.81
C 1.78 -3.26 2.30
H 2.41 -5.99 4.20
H 2.35 -2.55 -2.46
H 1.27 2.18 5.27
H 1.26 -0.84 -3.47
H 1.59 -7.10 2.15
H 2.64 -1.02 0.51
H 2.54 -3.52 4.29
H -3.29 -2.45 -4.59
H -2.91 5.47 -2.10
H -2.99 -0.54 -3.02
H -0.47 -4.84 -1.55
H 3.22 -3.14 -1.04
H -1.31 -3.59 -5.52
H -1.38 3.72 0.77
H 3.04 3.01 3.76
H -1.22 -3.30 -1.91
H 1.87 -2.18 2.37
H -0.14 0.27 4.57
H -3.82 7.76 -1.91
H -1.42 -4.03 -0.31
H 2.62 0.58 -0.18
H -3.71 8.97 0.24
H 0.90 -5.78 0.22
H 3.40 1.96 1.57
H 2.25 -4.25 -2.01
H -1.78 5.60 2.04
H 0.20 -0.78 2.38
H 0.97 -2.83 -4.95
H -2.69 7.89 2.22
*
```



For the records above, the corresponding relative energy (zero: lowest compared OMol25 entry of this formula, charge and spin) values read 0.000; 0.215; 0.000; 2.211 eV.